(1)
{
  "formula": "C6H5NO",
  "method": "ωB97M-V/def2-TZVPD",
  "symbols": ["C", "C", "C", "C", "C", "C", "H", "H", "H", "H", "H", "N", "O"],
  "xyz": [[0.893587, -0.034314, 1.579251], [1.202568, -1.294716, 0.557153], [0.422426, -0.431168, -0.475429], [-0.458608, -0.170718, -1.570157], [-1.114096, 1.215009, 0.145945], [-0.128544, 0.412405, 0.514552], [0.506918, -2.110971, 1.285198], [2.389236, -1.544334, 0.293989], [-0.814765, -0.705561, -2.499430], [-1.793951, 1.173529, -1.876950], [-1.183433, 2.298932, 0.552739], [-1.338078, 0.813588, -1.084979], [1.416738, 0.378320, 2.578118]],
  "atomic_forces_ev_per_a": [[0.70, 0.09, -1.53], [1.21, -0.61, 1.97], [-3.27, -0.82, 0.05], [0.10, -1.34, 1.43], [-0.23, 4.15, 1.62], [4.25, -1.09, 3.16], [2.27, 1.53, -3.01], [-3.41, 0.21, 1.05], [1.09, 0.77, 1.13], [-1.45, 1.53, -0.13], [-0.96, -2.26, -0.76], [0.57, -1.65, -4.19], [-0.87, -0.51, -0.79]],
  "nbo_charge": [0.622, -0.510, -0.098, -0.079, -0.056, -0.238, 0.241, 0.241, 0.222, 0.411, 0.245, -0.480, -0.522],
  "e_above_lowest_kcal_mol": 71.8,
  "smiles": "O=C1Cc2c[nH]cc21",
  "lumo_ev": 0.738,
  "orbital_gap_ha": 0.3550,
  "total_charge": 0,
  "e_tot_ha": -361.46987
}

=====

(2)
{
  "formula": "C6H5NO",
  "method": "ωB97M-V/def2-TZVPD",
  "symbols": ["C", "C", "C", "C", "C", "C", "N", "O", "H", "H", "H", "H", "H"],
  "xyz": [[1.839126, -1.195600, -0.024259], [0.906625, 1.235654, 0.081571], [-0.539635, 1.213835, -0.086716], [-1.285944, -1.019724, 0.458035], [-0.579136, -0.311505, -0.570037], [1.029033, -0.182783, -0.373995], [2.656486, -2.030365, 0.084016], [1.732157, 2.050695, 0.346751], [-1.243141, 1.421731, 0.846293], [-0.909310, 1.926142, -0.856541], [-0.986688, -0.720096, 1.421360], [-1.800963, -1.967550, 0.342998], [-0.818606, -0.420440, -1.669479]],
  "atomic_forces_ev_per_a": [[2.87, -2.18, -0.07], [1.33, -1.00, -0.55], [-3.93, 1.18, 0.50], [0.21, -1.43, -0.76], [1.26, 2.18, -1.42], [-3.00, 0.51, 0.45], [-1.05, 0.76, 0.20], [0.32, 0.65, 0.42], [1.74, -0.40, -1.73], [0.33, -0.40, 0.33], [-0.02, 0.10, 1.27], [0.04, 0.16, -0.11], [-0.09, -0.13, 1.45]],
  "nbo_charge": [0.185, 0.511, -0.492, -0.242, -0.306, -0.073, -0.226, -0.475, 0.251, 0.259, 0.173, 0.198, 0.239],
  "e_above_lowest_kcal_mol": 85.0,
  "lumo_ev": [-0.889, -2.344],
  "orbital_gap_ha": [0.3235, 0.2408],
  "total_charge": 0,
  "e_tot_ha": -361.44883
}

=====

Please write out number 1 again, unchanged.
{
  "formula": "C6H5NO",
  "method": "ωB97M-V/def2-TZVPD",
  "symbols": ["C", "C", "C", "C", "C", "C", "H", "H", "H", "H", "H", "N", "O"],
  "xyz": [[0.893587, -0.034314, 1.579251], [1.202568, -1.294716, 0.557153], [0.422426, -0.431168, -0.475429], [-0.458608, -0.170718, -1.570157], [-1.114096, 1.215009, 0.145945], [-0.128544, 0.412405, 0.514552], [0.506918, -2.110971, 1.285198], [2.389236, -1.544334, 0.293989], [-0.814765, -0.705561, -2.499430], [-1.793951, 1.173529, -1.876950], [-1.183433, 2.298932, 0.552739], [-1.338078, 0.813588, -1.084979], [1.416738, 0.378320, 2.578118]],
  "atomic_forces_ev_per_a": [[0.70, 0.09, -1.53], [1.21, -0.61, 1.97], [-3.27, -0.82, 0.05], [0.10, -1.34, 1.43], [-0.23, 4.15, 1.62], [4.25, -1.09, 3.16], [2.27, 1.53, -3.01], [-3.41, 0.21, 1.05], [1.09, 0.77, 1.13], [-1.45, 1.53, -0.13], [-0.96, -2.26, -0.76], [0.57, -1.65, -4.19], [-0.87, -0.51, -0.79]],
  "nbo_charge": [0.622, -0.510, -0.098, -0.079, -0.056, -0.238, 0.241, 0.241, 0.222, 0.411, 0.245, -0.480, -0.522],
  "e_above_lowest_kcal_mol": 71.8,
  "smiles": "O=C1Cc2c[nH]cc21",
  "lumo_ev": 0.738,
  "orbital_gap_ha": 0.3550,
  "total_charge": 0,
  "e_tot_ha": -361.46987
}